Formula: C23H31Br2NO2Si2
Source: OMol25
Level of theory: ωB97M-V/def2-TZVPD

CARTESIAN COORDINATES (ANGSTROEM)
C 2.761 4.786 4.063
C 2.754 4.254 2.559
C 2.729 5.536 1.645
C 1.579 3.232 2.313
C 1.887 1.911 3.122
C 1.236 2.969 0.798
O 1.024 1.549 0.504
Si 1.796 1.299 -0.998
Br 0.758 2.725 -2.453
O 1.623 -0.301 -1.555
Si 2.192 -0.475 -3.155
Br 3.880 1.004 -3.648
C 2.966 -2.198 -3.477
C 3.139 -2.570 -4.876
C 3.770 -3.870 -5.145
C 4.185 -4.672 -3.981
C 3.903 -4.118 -2.664
N 3.320 -2.925 -2.375
H 3.453 5.673 4.115
H 3.157 4.019 4.780
H 1.751 5.166 4.376
H 3.732 3.698 2.454
H 2.382 5.367 0.597
H 2.117 6.345 2.136
H 3.774 5.955 1.569
H 0.656 3.691 2.777
H 2.673 1.290 2.622
H 2.283 2.143 4.151
H 0.934 1.338 3.303
H 2.050 3.361 0.121
H 0.266 3.481 0.566
H 3.205 1.616 -0.784
H 1.058 -0.249 -4.074
H 2.822 -1.928 -5.730
H 3.934 -4.223 -6.192
H 4.695 -5.649 -4.100
H 4.226 -4.738 -1.787
C -3.561 -0.522 2.377
C -2.661 -1.576 2.457
C -1.578 -1.634 1.587
C -1.391 -0.631 0.643
C -2.289 0.426 0.566
C -3.376 0.478 1.429
H -4.407 -0.479 3.052
H -2.803 -2.355 3.197
H -0.880 -2.461 1.645
H -0.544 -0.674 -0.031
H -2.141 1.209 -0.169
H -4.081 1.300 1.364
C -4.681 -4.159 -1.391
C -4.034 -3.016 -0.933
C -4.767 -1.987 -0.354
C -6.145 -2.104 -0.225
C -6.792 -3.248 -0.679
C -6.061 -4.273 -1.265
H -4.110 -4.960 -1.845
H -2.958 -2.928 -1.029
H -4.262 -1.091 -0.003
H -6.717 -1.303 0.231
H -7.867 -3.340 -0.575
H -6.565 -5.163 -1.624

energy relative to the best compared isomer or geometry (same formula, charge and spin)	1.4958	eV
lowest unoccupied orbital energy	0.127	eV
Kohn-Sham gap	9.03	eV
net charge	0
maximum force	2.96	eV Å⁻¹
E_tot	-6827.4220	Eh



Formula: C23H31Cl2MnN4O3
Source: OMol25
Level of theory: ωB97M-V/def2-TZVPD

CARTESIAN COORDINATES (ANGSTROEM)
O 0.077 0.055 -1.054
C -0.803 0.298 -2.081
C -0.473 1.622 -2.780
C 0.330 2.594 -2.187
H 0.714 2.427 -1.175
C 0.615 3.779 -2.877
H 1.295 4.504 -2.424
C 0.025 4.038 -4.119
H 0.216 4.981 -4.640
C -0.823 3.077 -4.691
H -1.313 3.269 -5.647
C -1.041 1.865 -4.037
H -1.687 1.091 -4.461
H -0.676 -0.501 -2.839
C -2.873 -1.122 -1.423
C -2.293 0.238 -1.670
H -3.974 -1.081 -1.459
H -2.562 -1.525 -0.441
H -2.545 -1.829 -2.204
C -2.971 1.383 -1.468
C -4.320 1.495 -0.851
H -2.493 2.336 -1.685
H -5.057 1.947 -1.526
H -4.239 2.133 0.033
H -4.679 0.519 -0.525
Mn -0.165 0.080 0.900
Cl 0.877 2.037 1.281
Cl -2.071 1.107 1.526
H 4.711 1.353 -1.960
H 5.015 1.750 0.677
C 3.648 1.396 -1.672
C 3.938 1.571 0.788
N 3.454 0.813 -0.355
H 3.055 0.828 -2.399
C 2.801 -0.355 -0.221
O 2.357 -0.813 0.853
H 3.724 1.016 1.703
H 2.654 -0.896 -1.181
H 3.324 2.447 -1.679
H 3.419 2.536 0.829
H -0.520 -5.292 1.468
H 1.272 -5.657 -0.448
C -1.022 -4.691 0.699
C 0.750 -4.885 -1.029
N -0.034 -4.021 -0.140
H -1.670 -3.948 1.164
C 0.215 -2.719 -0.004
O -0.466 -1.957 0.749
H 1.478 -4.278 -1.578
H 1.060 -2.329 -0.601
H -1.606 -5.371 0.072
H 0.083 -5.392 -1.739
N 3.183 0.074 6.772
C 2.188 0.019 6.156
C 0.962 -0.050 5.402
C -0.277 -0.023 6.063
C -1.427 -0.183 5.300
C -1.286 -0.440 3.937
N -0.121 -0.308 3.293
C 1.004 -0.156 3.994
H -0.308 0.101 7.148
H -2.436 -0.146 5.698
H -2.159 -0.683 3.341
H 1.947 -0.128 3.432

energy relative to the best compared isomer or geometry (same formula, charge and spin)	0.0000	eV
lowest unoccupied orbital energy (spin up / spin down)	2.340 / 2.338	eV
multiplicity	6
Kohn-Sham gap (spin up / spin down)	5.79 / 7.03	eV
net charge	-1
maximum force	3.67	eV Å⁻¹
E_tot	-3411.3034	Eh



Formula: C23H31Cl2N4NdO3
Source: OMol25
Level of theory: ωB97M-V/def2-TZVPD

CARTESIAN COORDINATES (ANGSTROEM)
O 1.547 -0.465 -2.206
C 1.677 -1.555 -1.523
C 1.011 -2.771 -2.170
C -0.373 -2.904 -2.252
H -1.032 -2.216 -1.706
C -0.901 -3.979 -2.982
H -1.980 -4.075 -3.090
C -0.046 -4.928 -3.562
H -0.454 -5.747 -4.154
C 1.340 -4.806 -3.414
H 2.025 -5.536 -3.845
C 1.863 -3.730 -2.705
H 2.936 -3.622 -2.533
H 2.761 -1.747 -1.474
C 2.605 -1.142 0.992
C 1.383 -1.627 0.290
H 3.317 -1.972 1.129
H 2.364 -0.760 2.000
H 3.142 -0.357 0.457
C 0.603 -2.608 0.811
C 0.854 -3.364 2.073
H -0.302 -2.900 0.311
H 1.203 -4.383 1.884
H -0.104 -3.461 2.593
H 1.548 -2.884 2.774
Nd -0.243 -0.137 1.484
Cl -2.449 -1.349 0.509
Cl 0.307 -0.435 4.004
H -1.712 0.792 -4.614
H -3.720 1.271 -2.964
C -1.411 0.134 -3.787
C -3.169 0.787 -2.149
N -1.760 0.726 -2.505
H -0.328 -0.031 -3.818
C -0.797 1.221 -1.724
O -0.851 1.296 -0.474
H -3.304 1.336 -1.214
H 0.099 1.570 -2.265
H -1.927 -0.827 -3.899
H -3.557 -0.229 -2.029
H 3.069 4.565 1.956
H 3.434 4.785 -0.640
C 3.324 3.507 1.817
C 3.594 3.701 -0.639
N 2.906 3.084 0.485
H 2.824 2.896 2.571
C 2.001 2.132 0.300
O 1.399 1.558 1.255
H 3.209 3.271 -1.565
H 1.803 1.858 -0.751
H 4.415 3.410 1.891
H 4.673 3.522 -0.569
N -5.344 4.228 5.536
C -4.620 3.624 4.843
C -3.744 2.870 3.977
C -2.787 3.519 3.190
C -1.963 2.759 2.361
N -2.065 1.419 2.327
C -2.997 0.790 3.060
C -3.848 1.478 3.918
H -2.658 4.598 3.230
H -1.197 3.215 1.726
H -3.038 -0.297 2.945
H -4.557 0.923 4.524

lowest unoccupied orbital energy (spin up / spin down)	-0.844 / -0.837	eV
multiplicity	4
Kohn-Sham gap (spin up / spin down)	6.43 / 6.44	eV
net charge	0
maximum force	2.94	eV Å⁻¹
E_tot	-2821.6388	Eh



Formula: C23H31ClN6O2
Source: OMol25
Level of theory: ωB97M-V/def2-TZVPD

CARTESIAN COORDINATES (ANGSTROEM)
C -6.965 -4.748 -0.102
C -5.472 -4.816 0.193
C -4.862 -3.424 0.342
C -3.365 -3.491 0.640
C -2.738 -2.120 0.888
C -2.699 -1.265 -0.379
N -2.064 0.011 -0.142
C -0.837 0.332 0.354
N 0.142 -0.564 0.679
C 1.295 0.000 1.363
C 2.296 0.590 0.371
N 2.706 -0.439 -0.568
C 3.774 0.009 -1.444
C 5.051 0.174 -0.668
C 5.664 1.413 -0.534
C 6.834 1.560 0.189
C 7.412 0.460 0.798
C 6.819 -0.785 0.681
C 5.649 -0.920 -0.047
Cl 4.933 -2.483 -0.187
C 1.559 -0.955 -1.284
C 0.580 -1.565 -0.278
N -0.714 1.634 0.605
C -1.897 2.179 0.263
C -2.766 1.208 -0.208
C -4.085 1.521 -0.643
O -4.948 0.780 -1.076
N -4.318 2.893 -0.509
C -3.487 3.898 -0.054
O -3.853 5.052 -0.013
N -2.231 3.497 0.343
C -1.277 4.463 0.838
H -7.381 -5.747 -0.212
H -7.490 -4.245 0.707
H -7.147 -4.196 -1.021
H -5.309 -5.384 1.112
H -4.966 -5.347 -0.617
H -5.366 -2.897 1.154
H -5.037 -2.861 -0.575
H -3.212 -4.107 1.529
H -2.850 -3.981 -0.190
H -3.310 -1.590 1.652
H -1.720 -2.249 1.263
H -2.192 -1.801 -1.188
H -3.713 -1.036 -0.713
H 0.949 0.772 2.049
H 1.769 -0.812 1.919
H 3.178 0.945 0.907
H 1.823 1.446 -0.142
H 3.522 0.956 -1.953
H 3.920 -0.760 -2.209
H 5.213 2.273 -1.008
H 7.293 2.533 0.277
H 8.324 0.567 1.364
H 7.260 -1.652 1.148
H 1.896 -1.729 -1.977
H 1.041 -0.165 -1.862
H -0.266 -2.002 -0.800
H 1.095 -2.348 0.286
H -5.238 3.209 -0.795
H -0.955 4.179 1.840
H -1.768 5.434 0.856
H -0.406 4.493 0.183

energy relative to the best compared isomer or geometry (same formula, charge and spin)	0.0786	eV
lowest unoccupied orbital energy	0.616	eV
Kohn-Sham gap	8.38	eV
net charge	0
maximum force	1.43	eV Å⁻¹
E_tot	-1834.3292	Eh



Formula: C23H31F8N3O5S
Source: OMol25
Level of theory: ωB97M-V/def2-TZVPD

CARTESIAN COORDINATES (ANGSTROEM)
C 7.755 -0.117 -1.535
O 6.797 0.866 -1.865
C 5.638 0.341 -2.496
C 4.404 0.604 -1.633
C 3.125 0.820 -2.468
C 2.620 2.229 -2.364
O 3.566 3.200 -2.914
C 3.841 3.015 -4.161
N 4.145 2.819 -5.254
O 1.382 2.339 -2.947
C 0.706 3.563 -2.707
C -0.456 3.367 -1.704
C -1.849 3.305 -2.357
C -2.394 1.882 -2.515
C -3.891 1.910 -2.858
C -4.704 0.691 -2.363
N -3.900 -0.465 -1.999
C -3.933 -1.023 -0.765
C -3.086 -2.100 -0.739
C -2.527 -2.190 -2.031
C -3.040 -1.179 -2.786
O -0.186 2.220 -0.908
C -0.077 2.508 0.454
N 0.194 1.232 1.129
C 0.177 1.187 2.334
S 0.109 1.044 3.891
H 8.578 0.383 -1.035
H 7.329 -0.870 -0.869
H 8.143 -0.617 -2.425
H 5.753 -0.726 -2.680
H 5.519 0.869 -3.442
H 4.617 1.516 -1.079
H 4.230 -0.201 -0.926
H 2.330 0.177 -2.100
H 3.290 0.544 -3.510
H 2.559 2.497 -1.307
H 0.337 3.913 -3.668
H 1.382 4.329 -2.328
H -0.450 4.240 -1.046
H -2.549 3.928 -1.802
H -1.770 3.752 -3.346
H -1.873 1.459 -3.371
H -2.189 1.288 -1.634
H -4.046 2.058 -3.923
H -4.319 2.787 -2.373
H -5.387 0.383 -3.153
H -5.295 0.952 -1.494
H -4.542 -0.675 0.050
H -2.909 -2.757 0.091
H -1.830 -2.944 -2.352
H -2.861 -0.926 -3.814
H -1.008 2.927 0.843
H 0.758 3.190 0.633
F -2.176 -4.063 7.086
C -2.458 -2.744 7.093
F -3.712 -2.579 7.573
C -2.396 -2.164 5.680
F -3.370 -2.705 4.918
F -2.677 -0.833 5.827
C -1.055 -2.232 4.945
O -0.872 -3.291 4.033
C -0.419 -4.509 4.443
F 0.001 -4.490 5.721
F 0.647 -4.827 3.671
C -1.464 -5.606 4.213
F -2.609 -5.310 4.858
F -0.983 -6.771 4.702
H -1.757 -2.224 7.753
H -1.033 -1.338 4.321
H -0.215 -2.148 5.637
H -1.664 -5.712 3.145

energy relative to the best compared isomer or geometry (same formula, charge and spin)	0.0000	eV
lowest unoccupied orbital energy	0.008	eV
Kohn-Sham gap	8.28	eV
net charge	0
maximum force	1.15	eV Å⁻¹
E_tot	-2632.4759	Eh



Formula: C23H31FN2O2
Source: OMol25
Level of theory: ωB97M-V/def2-TZVPD

CARTESIAN COORDINATES (ANGSTROEM)
O 2.884 4.795 -1.901
C 2.698 3.418 -1.700
C 1.509 2.931 -2.556
O 1.295 1.541 -2.476
C 0.687 1.007 -1.376
C 0.160 1.727 -0.311
C -0.457 1.059 0.735
C -0.553 -0.322 0.752
C -1.216 -1.048 1.892
N -2.088 -2.092 1.382
C -2.680 -2.954 2.373
C -3.697 -2.277 3.325
C -4.286 -3.290 4.254
C -3.717 -3.567 5.492
C -4.248 -4.535 6.325
C -5.366 -5.254 5.937
C -5.953 -5.003 4.709
C -5.403 -4.034 3.892
F -5.987 -3.798 2.693
C -0.022 -1.037 -0.316
C 0.587 -0.386 -1.365
C 3.981 2.645 -2.059
N 4.418 3.047 -3.389
C 4.319 1.991 -4.382
C 4.486 2.581 -5.779
C 5.840 3.273 -5.893
C 5.966 4.312 -4.784
C 5.737 3.656 -3.424
H 3.327 4.876 -2.759
H 2.474 3.282 -0.637
H 0.607 3.495 -2.289
H 1.738 3.126 -3.607
H 0.213 2.804 -0.282
H -0.865 1.636 1.552
H -0.451 -1.540 2.505
H -1.736 -0.315 2.531
H -2.804 -1.685 0.789
H -3.187 -3.764 1.840
H -1.872 -3.392 2.967
H -4.484 -1.818 2.723
H -3.194 -1.499 3.901
H -2.847 -3.007 5.802
H -3.788 -4.729 7.283
H -5.782 -6.008 6.587
H -6.824 -5.545 4.378
H -0.103 -2.113 -0.315
H 0.996 -0.933 -2.200
H 3.779 1.571 -2.005
H 4.747 2.883 -1.314
H 3.341 1.516 -4.290
H 5.093 1.218 -4.218
H 4.397 1.788 -6.523
H 3.691 3.308 -5.956
H 5.945 3.748 -6.871
H 6.637 2.533 -5.791
H 6.954 4.775 -4.802
H 5.219 5.093 -4.933
H 5.795 4.412 -2.637
H 6.531 2.909 -3.242

energy relative to the best compared isomer or geometry (same formula, charge and spin)	0.8238	eV
lowest unoccupied orbital energy	0.882	eV
Kohn-Sham gap	9.13	eV
net charge	0
maximum force	0.66	eV Å⁻¹
E_tot	-1254.8680	Eh



Formula: C23H31FN2O2
Source: OMol25
Level of theory: ωB97M-V/def2-TZVPD

CARTESIAN COORDINATES (ANGSTROEM)
C 1.121 2.933 2.335
O 2.136 2.979 1.351
C 1.719 3.495 0.132
C 2.255 4.710 -0.257
C 1.876 5.314 -1.443
C 0.930 4.692 -2.235
C 0.408 3.465 -1.871
C 0.802 2.816 -0.699
N 0.281 1.588 -0.299
C -0.875 1.025 -0.960
C -0.509 0.149 -2.162
N 0.393 -0.900 -1.727
C 0.657 -1.864 -2.779
C 1.310 -3.151 -2.262
C 0.731 -3.636 -0.932
C -0.783 -3.831 -0.964
C -1.326 -4.441 0.329
C -1.217 -3.487 1.516
O -2.095 -2.401 1.288
C -1.976 -1.278 2.035
C -2.854 -0.240 1.708
C -2.809 0.964 2.379
C -1.876 1.131 3.387
F -1.819 2.311 4.046
C -1.009 0.118 3.742
C -1.061 -1.091 3.068
C 1.589 -0.296 -1.170
C 1.204 0.530 0.062
H 1.568 2.467 3.210
H 0.783 3.942 2.593
H 0.263 2.345 2.000
H 2.967 5.182 0.404
H 2.301 6.263 -1.731
H 0.602 5.155 -3.155
H -0.311 3.000 -2.527
H -1.561 1.821 -1.251
H -1.378 0.390 -0.222
H -1.418 -0.308 -2.561
H -0.052 0.764 -2.959
H 1.290 -1.436 -3.577
H -0.308 -2.117 -3.227
H 1.179 -3.921 -3.025
H 2.384 -2.998 -2.137
H 0.982 -2.905 -0.166
H 1.213 -4.582 -0.670
H -1.044 -4.487 -1.797
H -1.263 -2.866 -1.120
H -2.378 -4.695 0.195
H -0.781 -5.356 0.571
H -0.185 -3.132 1.613
H -1.499 -4.001 2.446
H -3.571 -0.406 0.919
H -3.481 1.769 2.128
H -0.300 0.273 4.540
H -0.387 -1.878 3.366
H 2.289 -1.079 -0.876
H 2.094 0.360 -1.905
H 2.097 0.953 0.519
H 0.701 -0.122 0.785

energy relative to the best compared isomer or geometry (same formula, charge and spin)	1.3702	eV
lowest unoccupied orbital energy	0.815	eV
Kohn-Sham gap	8.37	eV
net charge	0
maximum force	0.66	eV Å⁻¹
E_tot	-1254.8479	Eh